This record from the OMol25 dataset describes a structure of composition C22H40N7O2PdS2Si in a non-equilibrium geometry. The level of theory is ωB97M-V with the def2-TZVPD basis set.

Its expectation value of S² is 2.0126. The relative energy (zero: lowest compared OMol25 entry of this formula, charge and spin) is 5.20 kcal/mol. The total energy comes out at -2609.949838 Eh. For the maximum force, the calculation gives 1.05 eV/A. The HOMO energy (alpha / beta) is -3.2 / -3.9 eV.

```
! RIJCOSX wB97M-V def2-TZVPD def2/J DEFGRID3
* xyz -1 3
Pd 1.207 -1.732 -0.464
S 3.154 -2.593 0.439
C 3.030 -4.232 -0.134
C 3.938 -5.161 0.456
N 4.664 -5.899 0.963
C 2.153 -4.643 -1.101
S 1.031 -3.585 -1.930
C 2.160 -6.008 -1.513
N 2.136 -7.106 -1.865
C -2.614 -2.483 2.722
N -1.187 -2.293 2.583
C -0.428 -3.377 1.961
C -0.556 -1.115 2.843
O 0.581 -0.875 2.464
N -1.313 -0.150 3.540
C -1.711 -0.501 4.896
C -0.734 1.182 3.474
H -3.008 -2.935 1.810
H -3.106 -1.524 2.864
H -2.865 -3.143 3.559
H -1.138 -4.118 1.598
H 0.261 -3.850 2.663
H 0.156 -3.025 1.104
H -2.034 -1.537 4.956
H -2.539 0.135 5.213
H -0.881 -0.363 5.602
H -0.467 1.416 2.447
H 0.167 1.274 4.095
H -1.477 1.900 3.825
C 5.070 0.794 -0.780
N 3.667 0.490 -0.798
C 2.933 0.396 -2.044
C 1.512 0.317 -1.517
O 0.572 0.807 -2.391
N 1.520 0.817 -0.197
C 2.765 0.803 0.177
N 3.151 0.942 1.492
H 5.608 0.055 -1.373
H 5.459 0.745 0.236
H 5.278 1.793 -1.185
H 3.237 -0.476 -2.625
H 3.057 1.311 -2.653
H 2.369 0.678 2.085
H 3.952 0.368 1.719
C -1.470 1.705 -3.969
Si -0.926 1.493 -2.186
C -0.771 3.242 -1.427
C 0.583 3.814 -1.870
C -1.878 4.153 -1.981
C -0.837 3.285 0.101
C -2.110 0.282 -1.315
C -3.547 0.822 -1.392
C -2.049 -1.044 -2.081
C -1.775 0.011 0.153
H -2.463 2.145 -4.073
H -1.467 0.738 -4.475
H -0.758 2.348 -4.494
H 0.705 3.796 -2.957
H 1.409 3.254 -1.429
H 0.662 4.857 -1.542
H -1.825 4.257 -3.067
H -1.773 5.156 -1.550
H -2.878 3.793 -1.726
H -0.132 2.584 0.547
H -1.841 3.054 0.467
H -0.590 4.296 0.450
H -3.877 0.988 -2.421
H -3.659 1.760 -0.841
H -4.238 0.099 -0.941
H -2.310 -0.931 -3.136
H -2.758 -1.755 -1.640
H -1.057 -1.503 -2.033
H -2.010 0.865 0.792
H -0.719 -0.228 0.308
H -2.371 -0.838 0.510
*
```